Entry from the OMol25 dataset: a 4-piece molecular cluster, C3H9O4S overall at a distorted geometry (ωB97M-V/def2-TZVPD).

XYZ file:
```
17
Properties=species:S:1:pos:R:3:forces:R:3:lowdin_charge:R:1
O 0.0900 -0.2525 -2.3018 -1.9164 0.6127 1.4638 -0.072
C -0.6970 0.2895 -1.4343 1.3132 0.8848 -2.3049 -0.711
O -1.9748 0.3364 -1.4898 1.7216 -0.7188 1.1199 0.009
C 0.1137 1.0755 -0.3676 -0.5138 0.1026 1.1384 -0.218
C 1.2400 0.1618 0.1636 1.1292 2.2249 0.1109 -0.643
S 2.0535 0.5624 1.7692 0.3631 -0.2175 -1.7736 0.535
H 0.5255 2.0207 -0.7734 -0.0780 -0.6375 -0.1447 0.121
H -0.4918 1.4082 0.4715 -0.4533 0.1057 -0.2392 0.069
H 0.9204 -0.8841 0.2627 -0.5154 -0.6032 -0.0776 0.057
H 1.9784 0.2955 -0.6434 0.1011 -1.1332 0.5617 0.067
H -1.1367 -0.8877 0.1808 0.1206 0.8714 -0.2041 0.316
H -0.3048 -1.8565 -1.7822 0.0330 -0.4533 -0.0574 0.007
H -0.9609 -1.8987 -0.4408 0.0319 -1.1941 -0.3601 -0.055
O -0.5896 -2.5385 -1.1198 -0.1033 0.2929 0.1214 -0.109
H -0.6654 0.4887 1.8917 -0.3271 0.1444 1.1864 -0.038
H 0.4422 0.9431 2.7741 -1.0618 -0.2284 0.3096 -0.137
O -0.5426 0.7363 2.8395 0.1553 -0.0536 -0.8507 -0.198
```
Positions in Å, forces in eV/Å.

- Frontier orbital gap: 4.0 eV
- Max |F|: 2.8 eV Å⁻¹
- LUMO level: -0.61 eV
- Charge: -1
- E_HOMO: -4.577 eV
- Energy: -22277.6816 eV
- Molar mass: 141.17 g/mol